Molecular formula: C44H54F2N8O3SeY
Method: DFT, ωB97M-V/def2-TZVPD

Last column: Löwdin charge in e.
Positions of all 113 atoms, in Å:
Y: 0.19324 1.30427 -1.12873  1.56
C: -1.26688 -2.66096 5.48651  -0.05
C: 0.19608 -2.43236 5.15727  -0.17
N: 0.39708 -2.04100 3.74381  -0.01
C: 0.52473 -0.74618 3.44906  0.06
C: 0.64322 -0.24203 2.17571  -0.03
C: 0.80383 1.24988 2.04345  -0.60
O: 1.36049 1.87543 2.92350  0.09
O: 0.35148 1.75669 0.93755  -0.17
C: 0.68087 -1.12875 1.07517  -0.29
O: 0.83033 -0.76075 -0.13291  -0.13
C: 0.55418 -2.54449 1.39473  -0.05
C: 0.59535 -3.49688 0.36557  0.09
C: 0.48833 -4.82241 0.66081  -0.18
F: 0.58353 -5.72112 -0.33413  0.09
C: 0.30818 -5.28825 1.97825  -0.14
C: 0.26403 -4.35150 2.99123  0.07
C: 0.40554 -2.98041 2.72110  -0.10
N: 0.18006 -6.66177 2.31021  -0.09
C: -0.44534 -7.57459 1.36435  -0.14
C: -0.97152 -8.78452 2.11211  -0.07
N: 0.17668 -9.45567 2.82527  0.07
C: 0.89060 -8.50026 3.74833  -0.08
C: 1.32742 -7.27633 2.96536  -0.13
H: -1.36913 -2.94842 6.53213  0.09
H: -1.70610 -3.44789 4.87296  0.07
H: -1.84387 -1.74941 5.33165  0.09
H: 0.81424 -3.30686 5.35377  0.12
H: 0.61148 -1.62517 5.75679  0.13
H: 0.53638 -0.06155 4.28833  0.16
H: 0.73624 -3.17463 -0.65687  0.14
H: 0.08802 -4.70361 3.99668  0.12
H: 0.24375 -7.90442 0.57528  0.13
H: -1.28674 -7.08859 0.87411  0.15
H: -1.41390 -9.51794 1.44107  0.15
H: -1.68845 -8.50534 2.88194  0.14
H: 0.83834 -9.81926 2.13414  0.19
H: -0.16116 -10.26376 3.35144  0.19
H: 1.73495 -9.03107 4.18337  0.15
H: 0.17632 -8.24107 4.52768  0.14
H: 2.10518 -7.55730 2.23770  0.15
H: 1.78065 -6.57588 3.66422  0.14
C: -3.30938 1.12348 -0.62527  -0.04
C: -3.68124 2.43556 -1.32035  -0.34
C: -3.61074 2.31474 -2.84329  -0.05
C: -2.93386 3.60443 -0.69859  -0.14
C: -3.63159 4.41549 0.19211  -0.02
C: -3.01377 5.46422 0.84991  -0.05
C: -1.66982 5.70803 0.63295  -0.02
C: -0.93233 4.92500 -0.24752  -0.14
C: 0.53634 5.24018 -0.45729  -0.38
C: 1.32687 5.17510 0.85153  -0.05
C: 0.73605 6.59377 -1.14257  -0.04
C: -1.57642 3.87563 -0.92709  -0.20
N: -0.80727 3.06908 -1.83872  -0.12
C: -0.52674 3.65990 -3.06161  -0.28
C: -1.19689 4.74010 -3.65024  0.00
C: -0.80925 5.22977 -4.88872  -0.05
C: 0.25448 4.67857 -5.59414  -0.06
C: 0.95181 3.60932 -5.04429  -0.03
C: 0.52777 3.16809 -3.81933  -0.24
F: 1.21908 2.06970 -3.21794  -0.14
H: -3.70359 0.25378 -1.15087  0.08
H: -3.66155 1.10384 0.40701  0.10
H: -2.21643 1.00318 -0.54671  0.02
H: -4.73312 2.60626 -1.07746  0.13
H: -2.63050 1.98749 -3.18808  0.03
H: -3.83338 3.26608 -3.32638  0.09
H: -4.35249 1.59139 -3.18776  0.09
H: -4.68330 4.22133 0.36632  0.12
H: -3.57714 6.08916 1.52967  0.11
H: -1.18814 6.52734 1.15302  0.12
H: 0.92786 4.47188 -1.12945  0.08
H: 1.01466 5.95549 1.54626  0.09
H: 2.39333 5.35891 0.65509  0.06
H: 1.20739 4.21665 1.35999  0.06
H: 0.37707 7.40552 -0.50744  0.09
H: 0.19983 6.64738 -2.08934  0.08
H: 1.79534 6.77881 -1.34041  0.08
H: -2.02325 5.19484 -3.11891  0.13
H: -1.35303 6.06232 -5.31474  0.12
H: 0.53874 5.06960 -6.56025  0.12
H: 1.78363 3.13646 -5.55001  0.13
Se: -0.58245 0.16229 -4.61006  1.25
N: -0.71409 -0.20162 -2.84250  -0.31
C: -1.56943 -1.21333 -2.72069  -0.36
C: -2.00003 -1.81084 -1.49434  -0.06
C: -2.89735 -2.82408 -1.54568  -0.05
C: -3.42872 -3.32652 -2.78285  -0.05
C: -3.04912 -2.79834 -3.96570  0.01
C: -2.10546 -1.71891 -3.96189  -0.36
N: -1.67980 -1.12903 -5.06002  -0.19
H: -1.62449 -1.44577 -0.54950  0.09
H: -3.24165 -3.27299 -0.62214  0.11
H: -4.14840 -4.13282 -2.75082  0.12
H: -3.43094 -3.14530 -4.91560  0.13
N: 5.11022 3.32777 0.14049  0.07
C: 4.76536 1.99248 0.74209  -0.07
C: 3.30313 1.69569 0.46124  -0.18
N: 2.92854 1.71896 -0.96257  -0.06
C: 3.38323 2.97785 -1.58453  -0.17
C: 4.84520 3.30995 -1.34100  -0.07
H: 6.08672 3.56392 0.32507  0.19
H: 4.54145 4.05634 0.58421  0.18
H: 4.95098 2.04792 1.81321  0.15
H: 5.44824 1.27069 0.29341  0.14
H: 2.68437 2.42122 0.99177  0.10
H: 3.06981 0.71782 0.87854  0.13
H: 3.35206 0.92244 -1.43440  0.13
H: 2.76222 3.78532 -1.18672  0.11
H: 3.21505 2.95175 -2.65663  0.12
H: 5.10001 4.28957 -1.74120  0.15
H: 5.52262 2.56583 -1.76025  0.14

Values from the calculation:
Energy above the lowest of the compared OMol25 structures with the same formula, charge and spin = 7.4 kcal per mole
Charge = +3
HOMO-LUMO gap = 6.3 eV
E_LUMO = -7.00 eV
F_max = 1.03 eV/Å

***

Molecular formula: C5H20BrNiO5
Method: DFT, ωB97M-V/def2-TZVPD

Last column: Löwdin charge in e.
Positions of all 32 atoms, in Å:
Ni: 0.26367 0.78990 -0.67436  0.95
Br: 3.31540 3.14725 -3.73440  0.02
C: -4.19990 -1.58267 1.34104  -0.18
O: -2.88885 -1.23634 1.72966  -0.12
H: -4.97031 -1.16253 1.98761  0.07
H: -4.45500 -1.26093 0.33132  0.08
H: -4.44900 -2.62330 1.54876  0.08
H: -2.91662 -1.41519 2.67243  0.08
C: 2.75359 1.85911 3.85446  -0.20
O: 2.02870 2.49960 2.87990  -0.12
H: 3.84024 1.90388 3.78174  0.08
H: 2.48114 2.41046 4.75440  0.08
H: 2.51041 0.81958 4.07430  0.08
H: 2.27402 3.42375 2.79403  0.09
C: -0.00991 -3.28425 -4.18756  -0.20
O: -0.36680 -1.99278 -3.90619  -0.12
H: -0.73704 -3.84092 -4.77874  0.09
H: 0.93224 -3.26889 -4.73548  0.08
H: 0.09980 -3.77115 -3.21854  0.08
H: -0.69333 -1.67401 -4.75080  0.08
C: 4.77061 -2.72268 -0.01579  -0.15
O: 3.42039 -2.35433 0.27477  -0.15
H: 5.47528 -2.59175 0.80542  0.08
H: 4.63686 -3.79960 -0.11802  0.08
H: 5.07301 -2.33581 -0.98892  0.08
H: 3.02775 -3.03069 0.83153  0.07
C: -3.58920 4.64585 -0.12999  -0.21
O: -2.97629 3.73096 -0.92957  -0.11
H: -3.61208 5.65551 -0.54008  0.08
H: -4.61266 4.30783 0.03240  0.09
H: -3.08136 4.84751 0.81316  0.08
H: -3.34466 3.90661 -1.79851  0.08

Values from the calculation:
Energy above the lowest of the compared OMol25 structures with the same formula, charge and spin = 239.8 kcal per mole
Multiplicity = 3
Charge = +1
HOMO-LUMO gap (alpha / beta) = 6.4 / 2.9 eV
E_LUMO (alpha / beta) = -6.34 / -8.56 eV
F_max = 2.88 eV/Å

***

Molecular formula: C4H6O2
Method: DFT, ωB97M-V/def2-TZVPD

Last column: Löwdin charge in e.
Positions of all 12 atoms, in Å:
C: -0.78316 0.13588 -1.18482  0.01
C: 0.02050 0.12055 0.08590  -0.46
C: -0.68839 -0.09512 1.38861  -0.18
O: -1.66105 -0.79122 1.52508  0.08
C: 1.44948 -0.22609 0.10612  -0.08
O: 1.02976 1.12096 0.17292  -0.01
H: -1.30712 1.09259 -1.26861  0.10
H: -0.12349 0.02709 -2.04819  0.09
H: -1.52757 -0.66125 -1.20134  0.09
H: -0.22277 0.43397 2.24432  0.14
H: 1.90962 -0.62141 1.01294  0.12
H: 1.90417 -0.53597 -0.83293  0.12

Values from the calculation:
SMILES = C[C@@]1(C=O)CO1
Energy above the lowest of the compared OMol25 structures with the same formula, charge and spin = 41.1 kcal per mole
HOMO-LUMO gap = 11.0 eV
E_LUMO = 0.89 eV
F_max = 0.32 eV/Å

***

Molecular formula: C34H31N6OPPd
Method: DFT, ωB97M-V/def2-TZVPD

Last column: Löwdin charge in e.
Positions of all 74 atoms, in Å:
Pd: -0.10972 0.21248 0.01759  0.80
C: -4.76083 0.47904 5.30700  -0.08
C: -5.16412 0.41685 3.97838  -0.08
C: -4.23030 0.54413 2.96125  -0.08
C: -2.88376 0.73742 3.26342  -0.37
C: -2.48735 0.79261 4.59687  -0.10
C: -3.42306 0.66857 5.61630  -0.08
P: -1.58495 0.95555 1.98551  1.07
C: -2.39982 0.16298 0.53202  -0.46
C: -2.42562 -1.18442 0.52964  -0.10
C: -2.97847 -1.98699 -0.59048  -0.18
C: -3.81366 -1.21727 -1.64678  -0.18
C: -3.87069 0.26669 -1.43464  -0.05
C: -3.17330 0.90008 -0.49413  -0.08
C: -1.69258 2.70137 1.53574  -0.34
C: -2.54784 3.61342 2.08831  -0.07
C: -2.44128 4.98256 1.75390  -0.07
C: -1.44810 5.40430 0.92097  -0.03
C: -0.52818 4.48653 0.35184  -0.17
C: 0.56514 4.93141 -0.43168  -0.04
C: 1.47562 4.03528 -0.89673  -0.06
C: 1.30418 2.64361 -0.67957  -0.10
C: 0.21901 2.17596 0.00701  -0.16
C: -0.68438 3.10377 0.61751  -0.20
H: -5.49080 0.37521 6.09914  0.10
H: -6.20854 0.26999 3.73533  0.10
H: -4.55300 0.49204 1.92830  0.10
H: -1.43981 0.93235 4.83747  0.10
H: -3.10435 0.71062 6.64956  0.10
H: -2.00196 -1.73662 1.36256  0.10
H: -3.52179 -2.84942 -0.19888  0.14
H: -4.82610 -1.61718 -1.72959  0.14
H: -4.48702 0.84106 -2.11857  0.12
H: -3.21032 1.97998 -0.41907  0.11
H: -3.29519 3.29516 2.80485  0.10
H: -3.13250 5.69479 2.18478  0.10
H: -1.32853 6.45783 0.69804  0.11
H: 0.68010 5.99164 -0.62068  0.11
H: 2.33761 4.37139 -1.45886  0.11
H: 2.04400 1.96609 -1.06823  0.08
N: -2.51264 -2.95050 -2.71082  0.05
C: -3.02959 -1.61293 -2.97727  -0.22
C: -1.72649 -0.87023 -2.82197  -0.09
N: -1.01387 -1.40733 -1.91657  0.11
C: -1.81383 -2.57395 -1.49148  -0.27
H: -3.24478 -3.63334 -2.54724  0.12
H: -3.59203 -1.49533 -3.89745  0.15
H: -1.45625 0.06044 -3.30495  0.12
H: -1.21491 -3.34905 -1.02537  0.15
C: 3.81616 -1.38093 2.47354  -0.03
C: 2.72631 -2.39476 2.83850  -0.59
C: 2.39279 -2.32936 4.33382  -0.05
C: 3.15072 -3.81242 2.44863  -0.04
C: 1.50954 -2.02260 2.08005  -0.13
N: 0.58102 -1.72033 1.47751  0.17
H: 4.71381 -1.61058 3.04939  0.09
H: 3.50301 -0.36224 2.70497  0.09
H: 4.05553 -1.43936 1.41193  0.08
H: 3.28524 -2.59234 4.90261  0.09
H: 1.60014 -3.03248 4.58993  0.09
H: 2.07761 -1.32708 4.62683  0.09
H: 4.04589 -4.07125 3.01646  0.09
H: 3.37076 -3.88924 1.38623  0.06
H: 2.36818 -4.53356 2.68954  0.09
N: 1.33889 0.53275 -2.94611  0.17
C: 1.91206 -0.35101 -2.08834  -0.52
O: 1.73909 -0.21291 -0.82589  -0.16
C: 2.76070 -1.34139 -2.60362  -0.21
C: 3.39058 -2.26287 -1.72769  -0.21
N: 3.90426 -3.02111 -1.02779  0.14
C: 2.94849 -1.42143 -4.00879  -0.24
N: 3.03011 -1.38676 -5.15985  0.12
H: 0.63214 1.15850 -2.59084  0.08
H: 1.38970 0.36032 -3.93671  0.10

Values from the calculation:
Energy above the lowest of the compared OMol25 structures with the same formula, charge and spin = 95.8 kcal per mole
HOMO-LUMO gap (alpha / beta) = 6.3 / 6.3 eV
E_LUMO (alpha / beta) = -1.18 / -1.18 eV
F_max = 1.39 eV/Å

***

Molecular formula: C30H36Cl3INOSi3Tc
Method: DFT, ωB97M-V/def2-TZVPD

Last column: Löwdin charge in e.
Positions of all 76 atoms, in Å:
Tc: 0.60783 0.55873 0.53387  1.38
I: -1.15472 0.60527 -2.84416  1.05
C: -2.06392 2.29922 -2.04287  -0.66
C: -2.90019 3.04218 -2.85447  -0.14
C: -3.60111 4.11437 -2.31031  -0.05
C: -3.50619 4.39723 -0.96362  -0.02
C: -2.69472 3.63120 -0.12587  -0.21
C: -2.69631 3.87732 1.31358  -0.07
C: -2.18871 2.97796 2.16861  -0.09
C: -1.59529 1.73737 1.60412  -0.50
C: -0.96784 1.94373 0.24751  -0.39
C: -1.91388 2.58431 -0.68279  -0.32
H: -3.01914 2.78852 -3.89893  0.10
H: -4.24681 4.70605 -2.94595  0.11
H: -4.09119 5.20452 -0.53913  0.12
H: -3.18539 4.77588 1.67122  0.13
H: -2.27550 3.09993 3.24286  0.13
H: 0.25443 1.75544 2.70995  0.08
Cl: 3.86727 -4.87033 -2.81643  0.71
C: 2.77859 -3.78376 -2.03154  -0.66
C: 2.97286 -2.41790 -2.14350  -0.12
C: 2.08896 -1.57475 -1.49480  -0.55
Cl: 2.33356 0.15760 -1.64109  0.74
C: 1.00829 -2.02531 -0.72705  -0.45
O: 0.14094 -1.22788 -0.11573  -0.35
C: 0.84717 -3.41425 -0.65902  -0.56
Cl: -0.48179 -4.05998 0.23759  0.77
C: 1.71354 -4.28474 -1.29460  -0.11
H: 3.79290 -2.01737 -2.72311  0.11
H: 1.55172 -5.35029 -1.21566  0.11
C: 2.29390 2.55583 0.83657  -0.21
Si: 0.61995 3.15038 0.05675  0.50
C: 0.29461 4.68914 1.05217  -0.14
C: 0.95489 3.55979 -1.72441  -0.16
C: -0.43648 0.99493 2.28388  -0.33
Si: -3.25791 0.61663 1.49907  0.61
C: -4.65411 1.41447 0.54554  -0.15
C: -3.00687 -1.06069 0.70922  -0.16
C: -3.84804 0.58623 3.27824  -0.16
Si: -0.24538 -0.39719 3.51517  0.55
C: -0.28202 0.15548 5.29870  -0.16
C: -1.20777 -1.96808 3.28065  -0.16
C: 1.56605 -0.82429 3.07531  -0.25
C: 2.39785 -1.52670 3.93795  -0.04
C: 3.69710 -1.83482 3.57018  -0.03
C: 4.15148 -1.41986 2.32898  -0.02
C: 3.28634 -0.72262 1.50853  -0.13
N: 2.02577 -0.43167 1.85762  -0.07
H: 2.83482 3.47470 0.57820  0.06
H: 2.90630 1.75605 0.41849  -0.02
H: 2.30334 2.47428 1.92096  0.04
H: 1.18035 5.32440 0.94562  0.05
H: 0.14982 4.47728 2.11089  0.05
H: -0.57232 5.24352 0.69647  0.04
H: 1.76744 4.28955 -1.77501  0.05
H: 0.07729 4.00766 -2.19494  0.05
H: 1.23793 2.68937 -2.31606  -0.01
H: -4.47087 1.47727 -0.52854  0.04
H: -4.94519 2.39752 0.91608  0.04
H: -5.50830 0.74234 0.68650  0.05
H: -1.98172 -1.26578 0.42270  -0.02
H: -3.61614 -1.08750 -0.19745  0.04
H: -3.34165 -1.86844 1.36044  0.04
H: -4.33251 1.54015 3.49857  0.04
H: -3.07717 0.42656 4.03380  0.01
H: -4.59828 -0.19872 3.40754  0.05
H: -1.29324 0.43798 5.59956  0.03
H: 0.36974 1.01285 5.47879  0.04
H: 0.03156 -0.65547 5.96042  0.04
H: -2.26307 -1.87636 3.53151  0.03
H: -0.77571 -2.73244 3.93259  0.05
H: -1.11470 -2.31696 2.24913  -0.02
H: 2.01748 -1.83764 4.90294  0.11
H: 4.34690 -2.38626 4.23742  0.12
H: 5.15797 -1.62616 1.99305  0.12
H: 3.61212 -0.38458 0.53563  0.07

Values from the calculation:
Multiplicity = 4
Charge = +1
HOMO-LUMO gap (alpha / beta) = 6.7 / 6.1 eV
E_LUMO (alpha / beta) = -3.51 / -4.32 eV
F_max = 1.26 eV/Å

***

Molecular formula: CH7N2Si
Method: DFT, ωB97M-V/def2-TZVPD

Last column: Löwdin charge in e.
Positions of all 11 atoms, in Å:
C: 0.82320 -0.40557 0.55121  -0.31
N: -0.43053 -0.23273 0.54847  -0.20
N: 1.49943 -1.09923 -0.42491  0.17
Si: -1.85475 -0.17524 -0.25624  0.92
H: 1.41340 0.09253 1.43319  0.18
H: -0.04841 1.87491 0.12872  0.00
H: 2.49320 -1.08988 -0.51066  0.11
H: 0.86056 -1.58190 -1.06025  0.12
H: -0.08386 2.69284 0.36293  0.09
H: -2.16670 -0.23428 -1.69429  -0.05
H: -2.50552 0.15858 0.92183  -0.04

Values from the calculation:
Energy above the lowest of the compared OMol25 structures with the same formula, charge and spin = 76.0 kcal per mole
Charge = +1
HOMO-LUMO gap = 8.8 eV
E_LUMO = -6.11 eV
F_max = 3.84 eV/Å